# 1
The following is a quantum chemistry calculation of a structure of composition C3H3FS2 in a non-equilibrium geometry, from the OMol25 dataset.

ΔE to the lowest compared entry with this formula, charge and spin = 0.0 kcal/mol
Max |F| = 3.669 eV/Å
LUMO (alpha / beta) = 0.012 / -0.083 Ha
2S+1 = 3
Kohn-Sham gap (alpha / beta) = 6.7 / 7.1 eV
Calculated total energy = -27542.401 eV

```
9
Properties=species:S:1:pos:R:3:forces:R:3
C 0.45324 0.69343 0.01673 -0.75 -0.60 1.45
C -0.78079 1.16631 0.05544 1.01 -3.00 -0.64
C 0.79233 -0.79364 -0.07155 -1.99 0.63 3.02
F -1.28551 2.33047 0.09873 -0.19 2.40 0.25
S -2.12227 -0.65595 -0.52589 -0.12 -2.17 0.62
S -0.64669 -1.79176 0.36245 -2.12 1.00 -1.63
H 1.22101 1.22711 0.44062 2.14 1.84 0.33
H 0.95403 -0.87128 -1.08299 1.25 -1.44 -2.22
H 1.41465 -1.30468 0.70645 0.77 1.35 -1.17
```
Positions in Å, forces in eV/Å.

Okay, here come the Löwdin numbers, in e, for every atom: -0.207 -0.420 -0.525 0.092 0.361 0.511 0.069 0.041 0.079

---

# 2
The following is a quantum chemistry calculation of a structure of composition C3H3FeO3 in a non-equilibrium geometry, from the OMol25 dataset.

ΔE to the lowest compared entry with this formula, charge and spin = 135.7 kcal/mol
Max |F| = 4.530 eV/Å
LUMO (alpha / beta) = 0.001 / -0.045 Ha
2S+1 = 6
Kohn-Sham gap (alpha / beta) = 8.3 / 6.6 eV
Calculated total energy = -43680.998 eV

```
10
Properties=species:S:1:pos:R:3:forces:R:3
H 2.14914 0.64198 2.22967 -0.34 -0.26 -0.35
O -0.86412 -0.82341 1.59070 1.87 0.06 0.99
C -1.54396 -0.85009 0.50619 -1.56 0.25 -3.76
C -1.03739 -0.45417 -0.74487 -1.43 -2.45 3.54
O 0.39582 -0.26145 -0.62511 -0.12 1.36 -2.41
C 0.25728 0.72258 -1.56098 1.29 -0.18 0.88
O 1.37073 1.40933 -1.50093 -0.02 0.54 0.60
Fe 0.95053 -0.12486 1.35467 0.10 0.08 1.20
H -2.53567 -1.32400 0.52441 0.12 0.63 0.08
H 1.20355 2.34124 -1.69344 0.09 -0.04 -0.77
```
Positions in Å, forces in eV/Å.

Okay, here come the Löwdin numbers, in e, for every atom: -0.145 -0.254 -0.352 -0.024 -0.226 -0.108 0.087 0.784 0.109 0.129

---

# 3
The following is a quantum chemistry calculation of a structure of composition C3H3GaLiO3 in a non-equilibrium geometry, from the OMol25 dataset.

ΔE to the lowest compared entry with this formula, charge and spin = 64.3 kcal/mol
Max |F| = 9.910 eV/Å
LUMO (alpha / beta) = -0.360 / -0.418 Ha
2S+1 = 2
Kohn-Sham gap (alpha / beta) = 8.0 / 7.7 eV
Charge = +2
Calculated total energy = -61858.440 eV

```
11
Properties=species:S:1:pos:R:3:forces:R:3
H 1.49893 2.79829 -1.05505 -0.31 0.28 0.49
C 1.60839 -0.36079 -1.32968 0.42 0.40 -1.83
C 0.64375 0.21396 -0.44855 -0.81 0.51 -0.35
O 0.13721 -0.60073 0.49295 -1.53 -0.53 1.85
C -0.96042 -0.24195 1.22436 7.78 -0.85 -6.08
O -1.50459 0.84605 0.98925 0.46 2.27 -1.72
O 2.27903 0.35171 -2.10649 -0.89 -0.54 1.19
H 1.56277 -1.45387 -1.47302 0.57 0.14 0.41
H 0.04475 1.07656 -0.75092 0.42 -0.03 0.33
Ga -2.30220 -0.16191 2.26459 -6.76 -1.35 6.39
Li 2.54060 2.18845 -2.41541 0.65 -0.30 -0.68
```
Positions in Å, forces in eV/Å.

Okay, here come the Löwdin numbers, in e, for every atom: 0.173 -0.140 -0.011 0.081 -0.363 0.062 -0.056 0.173 0.127 1.161 0.793

---

# 4
The following is a quantum chemistry calculation of a structure of composition C3H3GaLiO4 in a non-equilibrium geometry, from the OMol25 dataset.

Max |F| = 3.484 eV/Å
LUMO = -0.161 Ha
2S+1 = 1
Kohn-Sham gap = 7.7 eV
Charge = +1
Calculated total energy = -63925.044 eV

```
12
Properties=species:S:1:pos:R:3:forces:R:3
O -0.62019 0.75016 -0.56724 -0.80 -0.34 0.84
C -1.31630 -0.17035 -0.07589 2.95 -0.22 -1.84
C -0.70598 -1.54427 -0.22822 -0.55 -0.57 0.44
H -1.35669 -2.10517 -0.92189 0.19 0.07 0.12
H -0.75273 -2.05732 0.74844 0.09 0.05 -0.26
C 1.71624 2.81627 0.88985 -1.79 -0.51 1.34
O 2.08416 1.93674 0.21237 0.55 0.34 -0.47
O 1.17900 3.51112 1.64676 1.15 -0.02 -1.01
Li 1.22281 0.32394 -0.86819 0.02 0.26 0.01
Ga -3.07089 0.35050 0.77338 -1.79 0.74 0.81
O 0.63272 -1.47093 -0.70617 0.02 0.36 -0.02
H 0.98785 -2.34068 -0.90320 -0.03 -0.17 0.03
```
Positions in Å, forces in eV/Å.

Okay, here come the Löwdin numbers, in e, for every atom: -0.153 -0.508 -0.235 0.145 0.138 -0.354 0.133 0.265 0.773 0.795 -0.119 0.120

---

# 5
The following is a quantum chemistry calculation of a structure of composition C3H3HgLiO2 in a non-equilibrium geometry, from the OMol25 dataset.

ΔE to the lowest compared entry with this formula, charge and spin = 0.0 kcal/mol
Max |F| = 2.577 eV/Å
LUMO (alpha / beta) = -0.019 / -0.022 Ha
2S+1 = 3
Kohn-Sham gap (alpha / beta) = 5.7 / 7.6 eV
Calculated total energy = -11630.117 eV

```
10
Properties=species:S:1:pos:R:3:forces:R:3
O 0.64103 0.32086 0.46288 -0.66 -1.69 1.10
C 0.71171 -0.38436 -0.75633 -0.11 -0.93 -0.09
C 0.86809 0.55221 -1.93053 -0.19 -1.73 0.39
O -3.30310 -0.34035 2.45927 1.41 0.03 0.48
C -2.20387 -0.28316 2.71616 -1.30 0.01 -0.60
Li 0.09135 0.10539 2.08754 0.12 0.12 -0.46
Hg 1.12342 2.22241 -0.55994 0.46 2.40 -0.81
H -0.18534 -1.03222 -0.92839 0.06 0.39 0.18
H 1.52765 -1.14551 -0.67912 -0.03 0.44 -0.27
H 0.72907 -0.01528 -2.87155 0.24 0.95 0.08
```
Positions in Å, forces in eV/Å.

Okay, here come the Löwdin numbers, in e, for every atom: -0.704 -0.610 -0.253 0.088 0.024 0.605 0.679 0.086 0.091 -0.005

---

# 6
The following is a quantum chemistry calculation of a cluster of 2 separate species, C3H3I in total in a non-equilibrium geometry, from the OMol25 dataset.

ΔE to the lowest compared entry with this formula, charge and spin = 135.2 kcal/mol
Max |F| = 4.201 eV/Å
LUMO (alpha / beta) = -0.123 / -0.123 Ha
2S+1 = 1
Kohn-Sham gap (alpha / beta) = 5.5 / 5.5 eV
Calculated total energy = -11251.947 eV

```
7
Properties=species:S:1:pos:R:3:forces:R:3
C -1.08784 1.79538 0.73249 -0.83 1.97 2.22
C -0.99161 1.01015 -0.16072 1.20 -3.40 -2.16
C 0.43106 -1.76001 -0.23964 -2.45 2.51 -1.34
I -0.93559 -3.23232 -0.36313 0.69 0.28 0.01
H -1.45979 2.51172 1.43383 0.29 0.03 -0.06
H 0.48402 -0.97037 -1.03974 0.43 -1.13 -0.04
H 0.56787 -1.25142 0.68240 0.67 -0.27 1.36
```
Positions in Å, forces in eV/Å.

Okay, here come the Löwdin numbers, in e, for every atom: -0.189 -0.149 -0.491 0.938 -0.026 -0.034 -0.050

---

# 7
The following is a quantum chemistry calculation of a structure of composition C3H3I2N in a non-equilibrium geometry, from the OMol25 dataset.

ΔE to the lowest compared entry with this formula, charge and spin = 11.6 kcal/mol
Max |F| = 3.788 eV/Å
LUMO = -0.038 Ha
2S+1 = 1
Kohn-Sham gap = 8.7 eV
Calculated total energy = -20849.573 eV

```
9
Properties=species:S:1:pos:R:3:forces:R:3
C 0.23943 0.14866 -1.58200 0.39 -0.54 0.77
C 0.50602 -0.08771 1.01593 -1.68 -0.26 -3.38
C -0.35296 -0.04189 -0.29430 -1.85 0.63 1.80
N 0.74222 0.24157 -2.60505 0.29 0.17 -0.70
I -1.67945 1.77620 -0.09389 0.44 -0.77 -0.07
I -1.64926 -1.85751 -0.35815 0.66 0.87 -0.03
H 0.00423 0.07738 1.89348 -2.10 -0.52 1.90
H 1.13935 0.69515 1.06433 2.49 2.77 -0.65
H 1.05041 -0.95185 0.95965 1.35 -2.35 0.37
```
Positions in Å, forces in eV/Å.

Okay, here come the Löwdin numbers, in e, for every atom: -0.472 -0.199 -1.142 0.179 0.744 0.760 0.042 0.041 0.047

---

# 8
The following is a quantum chemistry calculation of the molecule C3H3I2N in a non-equilibrium geometry, from the OMol25 dataset.

ΔE to the lowest compared entry with this formula, charge and spin = 19.3 kcal/mol
Max |F| = 7.315 eV/Å
LUMO = -0.022 Ha
2S+1 = 1
Kohn-Sham gap = 9.3 eV
SMILES string = N#C[C@@H](I)CI
Calculated total energy = -20849.238 eV

```
9
Properties=species:S:1:pos:R:3:forces:R:3
N -0.61800 -3.11151 0.21532 0.24 -0.85 -0.13
C -0.53597 -2.08335 -0.28035 -0.59 1.74 0.49
C -0.60699 -0.62861 -0.55510 0.75 0.10 2.09
I -2.70583 0.06228 -0.25092 1.06 -0.33 -0.01
C 0.50506 0.18410 0.58664 -2.50 2.03 -6.57
I 2.40174 -0.21922 -0.30270 0.00 0.32 0.19
H -0.46379 -0.46813 -1.63632 0.51 0.52 0.81
H 0.16528 1.29637 0.50301 1.05 -2.06 0.25
H 0.55377 -0.15629 1.53474 -0.51 -1.47 2.88
```
Positions in Å, forces in eV/Å.

Okay, here come the Löwdin numbers, in e, for every atom: 0.159 -0.394 -0.736 0.728 -0.610 0.776 0.043 0.064 -0.030

---

# 9
The following is a quantum chemistry calculation of the molecule C3H3I2N in a non-equilibrium geometry, from the OMol25 dataset.

ΔE to the lowest compared entry with this formula, charge and spin = 74.3 kcal/mol
Max |F| = 4.558 eV/Å
LUMO = 0.006 Ha
2S+1 = 1
Kohn-Sham gap = 9.0 eV
SMILES string = INC1(I)C=C1
Calculated total energy = -20846.855 eV

```
9
Properties=species:S:1:pos:R:3:forces:R:3
I -0.69162 -0.90097 2.50453 -0.11 -0.06 0.20
N 0.61140 0.00000 1.21234 -1.59 1.36 -1.85
C -0.22144 0.37571 -0.21470 1.57 -0.31 4.27
I -1.19042 2.26612 -0.05174 -0.07 -0.33 -0.18
C -0.44223 -0.81175 -1.00380 -2.34 -2.58 0.11
C 0.62097 -0.12339 -1.21147 2.75 0.56 -3.44
H 0.81008 0.91511 1.63627 -0.10 -0.29 0.01
H -1.05837 -1.78267 -1.07052 1.16 2.03 -0.06
H 1.56164 0.06183 -1.80089 -1.26 -0.37 0.94
```
Positions in Å, forces in eV/Å.

Okay, here come the Löwdin numbers, in e, for every atom: 0.679 -0.542 -0.994 0.763 -0.060 -0.089 -0.042 0.144 0.141

---

# 10
The following is a quantum chemistry calculation of a structure of composition C3H3IN2O in a non-equilibrium geometry, from the OMol25 dataset.

ΔE to the lowest compared entry with this formula, charge and spin = 51.7 kcal/mol
Max |F| = 4.063 eV/Å
LUMO (alpha / beta) = -0.076 / -0.076 Ha
2S+1 = 1
Kohn-Sham gap (alpha / beta) = 6.9 / 6.9 eV
Calculated total energy = -16284.754 eV

```
10
Properties=species:S:1:pos:R:3:forces:R:3
C -0.19299 -0.63887 -0.84405 1.75 0.41 -1.13
C 1.01776 -0.01845 -0.55033 -3.15 -1.22 0.54
C -0.96370 -0.65059 0.45792 2.24 -0.77 -1.87
N 0.94822 0.45175 0.73427 -1.55 -1.06 -0.34
N -0.17699 0.20226 1.27021 -0.13 2.21 3.41
O -1.71365 -1.46010 0.89189 -1.26 -0.63 0.49
I -1.87308 1.68154 -0.28866 -0.12 0.17 0.03
H -0.45133 -1.13733 -1.80998 0.13 0.64 1.21
H 1.79810 0.45104 -0.98174 2.41 0.44 -2.67
H 1.60766 1.11876 1.12049 -0.32 -0.18 0.33
```
Positions in Å, forces in eV/Å.

Okay, here come the Löwdin numbers, in e, for every atom: -0.065 -0.114 -0.829 -0.024 0.021 0.075 0.545 0.130 0.083 0.179

---

# 11
The following is a quantum chemistry calculation of a cluster of 2 separate species, C3H3IN2O in total in a non-equilibrium geometry, from the OMol25 dataset.

ΔE to the lowest compared entry with this formula, charge and spin = 61.3 kcal/mol
Max |F| = 3.960 eV/Å
LUMO (alpha / beta) = -0.002 / -0.175 Ha
2S+1 = 3
Kohn-Sham gap (alpha / beta) = 7.4 / 3.4 eV
Calculated total energy = -16281.309 eV

```
10
Properties=species:S:1:pos:R:3:forces:R:3
C -0.63804 0.35632 -1.53628 -0.74 1.01 -1.56
C -0.30202 -0.58864 1.00393 0.30 1.01 -0.97
C 0.93682 0.05137 0.67442 -0.20 -2.80 -2.79
N -0.41843 1.41883 -1.92690 0.92 1.84 -0.05
N -0.92077 -0.84131 -1.24049 -1.53 -2.84 2.07
O -1.04127 -0.78087 1.87221 0.20 -0.42 -0.54
I 1.88901 1.04479 2.45836 1.31 1.21 1.99
H 0.84861 0.88655 -0.01692 -0.73 0.66 0.15
H 1.60561 -0.57249 -0.02542 -0.73 0.30 1.58
H -1.95952 -0.97454 -1.26290 1.21 0.02 0.12
```
Positions in Å, forces in eV/Å.

Okay, here come the Löwdin numbers, in e, for every atom: -0.638 -0.288 -0.551 0.086 0.036 0.171 0.958 0.016 0.124 0.086

---

# 12
The following is a quantum chemistry calculation of a structure of composition C3H3IN2S in a non-equilibrium geometry, from the OMol25 dataset.

ΔE to the lowest compared entry with this formula, charge and spin = 82.9 kcal/mol
Max |F| = 3.941 eV/Å
LUMO (alpha / beta) = -0.039 / -0.039 Ha
2S+1 = 1
Kohn-Sham gap (alpha / beta) = 5.9 / 5.9 eV
Calculated total energy = -25071.435 eV

```
10
Properties=species:S:1:pos:R:3:forces:R:3
C -0.15132 -0.07715 0.02258 -1.95 -1.17 0.85
C -1.46201 0.38319 0.02837 0.26 -1.42 -0.04
C -0.63735 -2.41199 0.07098 -1.24 -1.48 -0.25
N 0.17495 -1.44426 -0.01162 -0.20 0.03 -0.84
N -2.46764 -0.41079 0.08841 0.02 -2.02 0.25
S -1.45649 -3.73258 -0.03125 0.62 0.81 0.32
I -4.31264 0.34018 0.01942 -0.49 0.30 0.02
H 0.57625 0.52647 -0.27888 3.11 2.26 -0.87
H -1.66868 1.39835 -0.05760 0.39 2.12 -0.13
H 1.06011 -1.74196 -0.46288 -0.50 0.58 0.68
```
Positions in Å, forces in eV/Å.

Okay, here come the Löwdin numbers, in e, for every atom: -0.147 -0.424 -0.658 0.000 -0.580 0.820 0.705 0.037 0.051 0.195